C35H33ClN4S2Si2V as an isolated structure at a distorted geometry, computed with ωB97M-V with the def2-TZVPD basis set.

- F_max: 0.117 Eh/bohr
- M: 716.38 g/mol
- Energy above the lowest of the compared OMol25 structures with the same formula, charge and spin: 0.0 kJ/mol
- Multiplicity: 2
- Net charge: +2
- Highest occupied orbital energy (spin up / spin down): -12.5236 / -12.5231 eV

Atoms and positions in Å:
C 0.457 -0.603 1.412
C 1.222 0.494 0.933
C 0.384 1.654 0.969
H 2.280 0.480 0.684
C -0.913 1.252 1.415
C -0.855 -0.139 1.701
H -1.645 -0.716 2.182
H 0.833 -1.606 1.605
H 0.691 2.668 0.738
H -1.750 1.917 1.605
V -0.414 0.300 -0.369
Si -1.704 5.089 -4.194
C -0.882 5.438 -5.832
C -1.594 5.580 -7.037
H -2.648 5.295 -7.088
C -0.970 6.130 -8.166
H -1.541 6.276 -9.090
C 0.381 6.496 -8.121
H 0.872 6.917 -9.002
C 1.100 6.320 -6.932
H 2.158 6.597 -6.882
C 0.474 5.802 -5.792
H 1.038 5.712 -4.857
C -2.992 6.415 -4.027
C -2.582 7.742 -4.275
H -1.582 7.943 -4.676
C -3.446 8.808 -4.001
H -3.112 9.832 -4.183
C -4.729 8.560 -3.500
H -5.388 9.396 -3.257
C -5.156 7.239 -3.316
H -6.174 7.045 -2.970
C -4.292 6.166 -3.568
H -4.619 5.135 -3.413
H -0.771 5.600 -3.199
Si -0.736 2.402 -2.006
C -1.369 3.878 -1.007
C -0.551 5.019 -0.843
H 0.423 5.071 -1.343
C -0.966 6.082 -0.038
H -0.383 7.003 -0.021
C -2.111 5.964 0.750
H -2.394 6.762 1.441
C -2.870 4.794 0.679
H -3.738 4.667 1.328
C -2.529 3.780 -0.217
H -3.141 2.875 -0.272
C 0.959 2.727 -2.724
C 2.112 2.898 -1.923
H 2.041 2.796 -0.828
C 3.336 3.240 -2.503
H 4.213 3.375 -1.864
C 3.431 3.443 -3.887
H 4.377 3.760 -4.331
C 2.310 3.232 -4.697
H 2.382 3.397 -5.776
C 1.101 2.827 -4.117
H 0.249 2.618 -4.765
H -2.001 3.648 -3.807
Cl -2.054 1.241 -3.136
N 2.796 -0.527 -1.584
C 1.887 -1.510 -1.523
N 0.581 -1.322 -1.269
C -0.092 -2.555 -1.206
C 0.722 -3.661 -1.370
S 2.356 -3.190 -1.650
C -1.452 -2.463 -0.825
C -2.375 -3.436 -0.478
S -3.845 -2.719 0.080
C -3.175 -1.137 -0.218
N -1.895 -1.149 -0.631
N -3.869 -0.002 -0.039
H 3.758 -0.799 -1.783
H 2.521 0.447 -1.696
H 0.369 -4.682 -1.293
H -2.165 -4.500 -0.495
H -4.815 -0.087 0.317
H -3.557 0.866 -0.463

Mulliken population analysis, charges in e, atoms 1 to 6: number 1, C, carries -0.339; number 2, C, carries -0.835; number 3, C, carries -0.432; number 4, H, carries 0.712; number 5, C, carries -0.359; number 6, C, carries -0.440